1.
DFT (the ωB97M-V functional and the def2-TZVPD basis) results for a cluster of 2 separate species, CH5N2O2 in total at a distorted geometry.

Values from the calculation:
* highest occupied orbital energy (alpha / beta): -15.706 / -15.375 eV
* net charge: +1
* frontier orbital gap (alpha / beta): 8.48 / 8.48 eV
* LUMO energy (alpha / beta): -7.229 / -6.893 eV

Last column: Löwdin charge in e.
Geometry (Å):
C1 1.338 -0.156 -0.177  -0.02
N1 -1.409 -0.787 0.019  0.10
N2 0.120 0.356 0.292  -0.05
O1 -2.396 -0.142 0.068  0.14
O2 -0.247 1.529 -0.118  0.13
H1 1.810 -0.711 0.640  0.12
H2 1.987 0.648 -0.539  0.12
H3 1.203 -0.862 -1.005  0.12
H4 -1.335 -1.710 0.490  0.18
H5 -1.070 1.835 0.328  0.17

Force components x, y, z for each atom (eV/Å):
C 1.46 -0.12 -0.98
N 0.48 1.87 -0.56
N -2.77 -0.30 1.40
O 0.56 -0.91 0.14
O 0.66 -0.27 -0.62
H -0.11 0.19 -0.01
H -0.09 -0.07 0.10
H -0.17 0.14 0.02
H -0.26 -0.10 0.39
H 0.24 -0.46 0.13

***

2.
DFT (the ωB97M-V functional and the def2-TZVPD basis) results for the ion CH5N2O3S with charge -1 at a distorted geometry.

Values from the calculation:
* highest occupied orbital energy: -4.611 eV
* SMILES string: NNCS(=O)(=O)[O-]
* net charge: -1
* frontier orbital gap: 8.74 eV
* LUMO energy: 4.126 eV

Last column: Löwdin charge in e.
Geometry (Å):
C1 -0.177 -0.937 0.144  -0.29
N1 -1.475 1.065 -0.042  -0.04
N2 -1.161 -0.211 -0.625  -0.20
O1 1.176 1.217 0.842  -0.41
O2 1.532 0.275 -1.390  -0.39
O3 2.438 -0.869 0.586  -0.40
S1 1.403 0.005 0.042  0.40
H1 0.008 -1.911 -0.301  0.09
H2 -0.471 -1.027 1.188  0.09
H3 -1.990 0.866 0.817  0.05
H4 -0.593 1.513 0.244  0.02
H5 -0.690 0.012 -1.506  0.08

Force components x, y, z for each atom (eV/Å):
C 0.89 0.76 -0.18
N -0.17 0.25 0.14
N -0.38 -0.06 -0.30
O 0.17 -0.12 -0.07
O -0.08 0.01 0.03
O -0.15 0.08 -0.05
S 0.38 -0.65 0.45
H 0.03 -0.12 0.00
H 0.00 -0.04 0.02
H 0.07 0.06 -0.27
H -0.42 -0.11 0.04
H -0.35 -0.07 0.18

***

3.
DFT (the ωB97M-V functional and the def2-TZVPD basis) results for a cluster of 2 separate species, CH5N2P in total at a distorted geometry.

Values from the calculation:
* highest occupied orbital energy: -8.920 eV
* net charge: 0
* frontier orbital gap: 9.60 eV
* LUMO energy: 0.683 eV

Last column: Löwdin charge in e.
Geometry (Å):
C1 1.426 0.463 0.027  -0.29
N1 -2.166 -0.698 -0.024  -0.38
N2 0.126 -0.024 -0.128  -0.46
P1 -1.367 0.639 0.121  0.67
H1 2.162 0.067 0.853  0.09
H2 2.016 0.239 -0.920  0.08
H3 1.361 1.517 0.452  0.07
H4 -3.185 -0.899 -0.043  -0.02
H5 -0.372 -1.305 -0.339  0.24

Force components x, y, z for each atom (eV/Å):
C 3.20 0.55 1.04
N -1.21 -0.69 -0.15
N -3.13 -4.29 -0.14
P 0.25 -0.73 -0.05
H -1.85 -0.31 -1.04
H -0.56 1.21 1.00
H 0.24 -0.76 -1.52
H 1.26 0.87 0.10
H 1.80 4.15 0.77

***

4.
DFT (the ωB97M-V functional and the def2-TZVPD basis) results for a cluster of 2 separate species, CH5N2S in total at a distorted geometry.

Values from the calculation:
* highest occupied orbital energy: -2.744 eV
* net charge: -1
* frontier orbital gap: 6.81 eV
* LUMO energy: 4.068 eV

Last column: Löwdin charge in e.
Geometry (Å):
S1 -1.837 0.641 -0.723  -0.19
H1 -3.151 0.437 -0.527  -0.47
N1 2.417 0.041 0.567  0.02
C1 1.010 -0.177 0.556  -0.45
N2 0.543 -1.366 0.425  0.00
H2 2.831 0.962 0.569  0.06
H3 2.999 -0.775 0.505  0.05
H4 0.407 0.736 0.609  0.02
H5 -0.473 -1.268 0.128  -0.06

Force components x, y, z for each atom (eV/Å):
S -0.29 0.06 -0.08
H 0.02 0.04 0.00
N -1.36 -0.05 0.48
C 1.15 -0.93 -0.51
N -0.40 1.30 -0.57
H -0.31 -0.40 0.07
H 0.04 0.09 -0.09
H 0.04 -0.19 -0.21
H 1.11 0.09 0.92

***

5.
DFT (the ωB97M-V functional and the def2-TZVPD basis) results for an isolated molecule of CH5N3O at a distorted geometry.

Values from the calculation:
* highest occupied orbital energy: -9.496 eV
* SMILES string: [H]/N=C(/N)NO
* net charge: 0
* frontier orbital gap: 10.04 eV
* LUMO energy: 0.542 eV

Last column: Löwdin charge in e.
Geometry (Å):
C1 0.134 -0.571 0.173  -0.51
H1 -0.291 -0.990 -2.014  0.23
H2 -0.557 0.585 -1.264  0.04
H3 1.370 -1.768 1.193  -0.02
H4 0.278 0.852 1.761  0.14
H5 -1.234 1.549 -0.155  0.04
N1 -0.677 -0.401 -0.980  0.03
N2 0.753 -1.710 0.463  0.11
N3 0.578 0.699 0.752  0.09
O1 -0.353 1.753 0.071  -0.14

Force components x, y, z for each atom (eV/Å):
C 3.82 -2.93 -0.29
H -1.43 1.77 4.79
H -0.07 -1.09 -0.06
H 1.67 0.60 2.39
H 0.53 -0.74 -1.51
H -1.85 -1.45 0.68
N 2.06 -1.74 -3.71
N -4.58 2.66 -3.43
N -4.42 1.05 -0.46
O 4.27 1.87 1.61

***

6.
DFT (the ωB97M-V functional and the def2-TZVPD basis) results for a cluster of 2 separate species, CH5N3O in total at a distorted geometry.

Values from the calculation:
* highest occupied orbital energy: -8.250 eV
* net charge: 0
* frontier orbital gap: 8.58 eV
* LUMO energy: 0.332 eV

Last column: Löwdin charge in e.
Geometry (Å):
C1 -0.281 2.322 0.336  -0.14
N1 1.026 -0.718 -1.314  0.05
N2 0.251 -0.884 -0.457  -0.31
N3 0.232 -2.067 0.334  0.01
O1 -1.172 1.518 0.385  -0.03
H1 -0.369 3.398 0.685  0.09
H2 0.590 2.251 -0.397  0.09
H3 0.869 -2.781 0.057  0.05
H4 -0.576 -2.666 0.402  0.06
H5 -0.571 -0.372 -0.031  0.11

Force components x, y, z for each atom (eV/Å):
C 0.16 1.78 -2.28
N 0.70 1.49 -1.08
N -1.93 -1.88 0.92
N 0.30 -1.91 2.10
O 0.40 0.06 0.67
H -0.16 -1.03 0.62
H -0.45 -0.74 1.03
H 1.58 0.29 -0.80
H -1.45 1.06 -0.20
H 0.84 0.88 -0.97

***

7.
DFT (the ωB97M-V functional and the def2-TZVPD basis) results for a cluster of 2 separate species, CH5N3O2 in total at a distorted geometry.

Values from the calculation:
* highest occupied orbital energy (alpha / beta): -9.203 / -9.200 eV
* net charge: 0
* frontier orbital gap (alpha / beta): 8.42 / 8.42 eV
* LUMO energy (alpha / beta): -0.787 / -0.785 eV

Last column: Löwdin charge in e.
Geometry (Å):
C1 -0.331 0.862 -1.044  -0.12
N1 -0.020 -0.465 -0.707  -0.04
N2 0.476 -0.125 1.531  -0.17
N3 0.208 -0.825 0.557  -0.04
O1 0.726 -0.402 2.691  -0.01
O2 -0.053 -2.715 0.391  -0.19
H1 0.433 1.639 -1.202  0.08
H2 -0.810 1.032 -1.979  0.07
H3 -1.181 1.315 -0.392  0.12
H4 0.078 -1.278 -1.184  0.08
H5 0.473 0.962 1.338  0.22

Force components x, y, z for each atom (eV/Å):
C -1.93 2.60 0.38
N 0.22 3.19 2.45
N 0.05 4.70 -0.80
N -0.68 -5.84 -0.47
O 0.03 -1.21 1.04
O 0.70 3.54 0.63
H 0.70 -0.51 1.00
H -0.55 -1.16 -1.18
H 1.57 -0.84 -0.38
H -0.09 -2.49 -2.55
H -0.02 -2.00 -0.12

***

8.
DFT (the ωB97M-V functional and the def2-TZVPD basis) results for an isolated molecule of CH5N3O2 at a distorted geometry.

Values from the calculation:
* highest occupied orbital energy: -8.828 eV
* SMILES string: N=C(NO)NO
* net charge: 0
* frontier orbital gap: 9.14 eV
* LUMO energy: 0.315 eV

Last column: Löwdin charge in e.
Geometry (Å):
C1 0.273 0.217 -0.681  -0.47
H1 -0.749 0.097 1.648  0.07
H2 1.970 0.749 0.621  0.17
H3 1.893 0.096 -1.496  0.02
H4 -1.948 -0.195 -1.318  0.27
H5 -1.041 -1.456 0.555  0.15
N1 0.985 0.240 0.623  -0.03
N2 0.935 -0.139 -1.809  0.08
N3 -1.085 0.175 -0.553  0.00
O1 0.153 0.751 1.766  -0.18
O2 -1.387 -0.534 0.643  -0.08

Force components x, y, z for each atom (eV/Å):
C 4.10 -2.30 -1.93
H 3.20 2.21 0.26
H -3.12 -1.14 -0.03
H -0.06 -0.41 -0.91
H 4.37 1.56 2.34
H -0.20 0.74 -0.06
N -0.63 1.61 -0.16
N -1.61 2.24 3.80
N -4.38 -1.39 -1.21
O 0.15 -1.11 -1.18
O -1.82 -2.01 -0.92

***

9.
DFT (the ωB97M-V functional and the def2-TZVPD basis) results for a cluster of 2 separate species, CH5N3O2S in total at a distorted geometry.

Values from the calculation:
* highest occupied orbital energy: -9.988 eV
* net charge: 0
* frontier orbital gap: 10.13 eV
* LUMO energy: 0.143 eV

Last column: Löwdin charge in e.
Geometry (Å):
C1 0.750 0.475 1.428  0.07
N1 -1.086 -0.975 0.603  -0.18
N2 -0.092 -0.234 1.045  -0.16
N3 3.036 -0.116 -0.188  -0.06
O1 -3.445 -1.159 -0.073  -0.44
O2 -2.107 0.903 -1.102  -0.32
S1 -2.598 -0.030 0.275  0.98
H1 2.385 0.301 0.543  -0.10
H2 -0.949 -1.702 -0.117  0.13
H3 -2.150 1.867 -1.034  0.05
H4 2.384 0.111 -0.967  -0.01
H5 3.872 0.558 -0.414  0.05

Force components x, y, z for each atom (eV/Å):
C -0.53 0.09 0.44
N -2.42 0.59 -0.41
N 0.78 0.02 -0.54
N -0.17 2.30 -0.83
O 0.39 1.24 -0.70
O -0.30 -2.07 0.67
S 1.18 -0.32 -0.22
H 2.13 -0.29 -0.49
H 0.54 0.64 0.40
H -0.26 -0.15 0.69
H 0.78 -0.58 -0.04
H -2.14 -1.46 1.04

***

10.
DFT (the ωB97M-V functional and the def2-TZVPD basis) results for a cluster of 2 separate species, CH5N3O3 in total at a distorted geometry.

Values from the calculation:
* highest occupied orbital energy: -10.194 eV
* SMILES string: [H]/N=N\OC.O=NO
* net charge: 0
* frontier orbital gap: 10.42 eV
* LUMO energy: 0.229 eV

Last column: Löwdin charge in e.
Geometry (Å):
C1 1.503 0.395 -0.918  -0.16
N1 -1.624 -0.916 -0.902  0.10
N2 -0.747 -0.139 -1.050  -0.08
N3 -0.224 0.146 1.540  -0.12
O1 -1.517 0.516 2.030  -0.04
O2 0.272 -0.622 2.237  0.08
O3 0.600 -0.663 -1.003  -0.21
H1 1.737 0.831 -1.963  0.11
H2 2.383 0.075 -0.360  0.08
H3 0.974 1.136 -0.232  0.07
H4 -1.359 -1.867 -0.783  0.07
H5 -1.997 1.108 1.406  0.10

Force components x, y, z for each atom (eV/Å):
C -0.63 2.40 -0.08
N -1.94 -0.26 -0.21
N 2.13 2.07 -0.39
N -0.91 1.18 -0.45
O -0.34 -0.10 0.33
O 0.18 -0.53 0.68
O -1.31 -1.62 -0.26
H -0.18 -0.59 1.78
H 0.08 -0.24 -0.41
H 1.11 -0.29 -1.26
H 0.79 -1.51 0.24
H 1.03 -0.52 0.03